The molecule C3H5N3, computed with the ωB97M-V functional and the def2-TZVPD basis.

For the HOMO energy, the calculation gives -9.5 eV. The value obtained for the orbital gap is 10.398 eV. The LUMO energy is 0.9000 eV. The calculation puts the total energy at -7661.267 eV. As for the multiplicity: 1. The value obtained for the energy above the lowest of the compared OMol25 structures with the same formula, charge and spin is 27.4 kcal per mole. Its SMILES is Cc1c[nH]nn1.

Atoms and positions in Å:
C (-1.66690, 0.08549, 0.05037)
C (-0.22911, -0.13898, 0.18725)
C (0.76115, 0.66875, -0.26750)
N (1.86364, -0.09180, -0.09995)
N (1.59299, -1.28065, 0.43188)
N (0.31494, -1.30636, 0.60794)
H (-1.93035, -0.44735, -0.91718)
H (-2.07332, 1.10038, 0.01585)
H (-2.24585, -0.39146, 0.83538)
H (0.78718, 1.70967, -0.53549)
H (2.82564, 0.09233, -0.30855)

=====

A structure of composition C3H5N3, computed with the ωB97M-V functional and the def2-TZVPD basis.

For the HOMO energy, the calculation gives -8.7 eV. The value obtained for the orbital gap is 9.434 eV. The LUMO energy is 0.7554 eV. The calculation puts the total energy at -7657.946 eV. As for the multiplicity: 1. The value obtained for the energy above the lowest of the compared OMol25 structures with the same formula, charge and spin is 104.0 kcal per mole.

Atoms and positions in Å:
N (-1.76085, -0.07005, 0.15434)
C (-0.36224, -0.11358, 0.05340)
C (0.50591, -1.14486, 0.12952)
C (2.52080, 0.75903, -0.29086)
N (1.46994, 1.28199, -0.18120)
N (0.14786, 1.16770, -0.13662)
H (-2.14499, -0.99327, 0.28540)
H (-2.20593, 0.38431, -0.63662)
H (0.13378, -2.16382, 0.17686)
H (1.93947, -1.08383, 0.14581)
H (-0.24374, 1.97639, 0.29997)

=====

The molecule C3H5N3, computed with the ωB97M-V functional and the def2-TZVPD basis.

For the HOMO energy, the calculation gives -9.7 eV. The value obtained for the orbital gap is 10.857 eV. The LUMO energy is 1.1635 eV. The calculation puts the total energy at -7661.436 eV. As for the multiplicity: 1. The value obtained for the energy above the lowest of the compared OMol25 structures with the same formula, charge and spin is 23.5 kcal per mole. Its SMILES is Cc1cn[nH]n1.

Atoms and positions in Å:
C (-0.14253, 1.67451, 0.14753)
C (0.12731, 0.19807, 0.12778)
N (-0.70516, -0.57023, 0.84822)
N (-0.51175, -1.77556, 0.35691)
N (0.39151, -1.88891, -0.58676)
C (0.86309, -0.65460, -0.72516)
H (-0.37337, 1.97655, 1.17217)
H (0.63148, 2.32809, -0.26776)
H (-1.05367, 1.83429, -0.44654)
H (-0.98396, -2.59700, 0.69754)
H (1.75705, -0.52519, -1.32394)

=====

The molecule C3H5N3, computed with the ωB97M-V functional and the def2-TZVPD basis.

For the HOMO energy, the calculation gives -9.9 eV. The value obtained for the orbital gap is 10.553 eV. The LUMO energy is 0.6114 eV. The calculation puts the total energy at -7661.431 eV. As for the multiplicity: 1. The value obtained for the energy above the lowest of the compared OMol25 structures with the same formula, charge and spin is 23.6 kcal per mole. Its SMILES is C/N=C(\N)C#N.

Atoms and positions in Å:
C (1.63326, -0.35758, 0.10504)
N (0.39533, -0.83821, -0.47784)
C (-0.65125, -0.17167, -0.20801)
N (-0.76829, 1.07897, 0.38155)
C (-1.92797, -0.83144, -0.45886)
N (-2.94939, -1.33915, -0.64950)
H (2.49973, -0.88038, -0.31154)
H (1.84127, 0.72389, 0.00864)
H (1.55437, -0.61846, 1.15648)
H (0.01751, 1.69555, 0.22492)
H (-1.65554, 1.54085, 0.23119)